Record 1
40
Properties=species:S:1:pos:R:3:forces:R:3:lowdin_charge:R:1 method="wB97M-V/def2-TZVPD" max_force_ev_per_a=2.88 charge=-2
H 2.443356 -2.024877 -0.765884 -0.98 1.96 1.30 0.130
H -3.328138 3.519526 -1.130977 1.07 -1.71 1.51 0.106
H 4.074929 -0.339611 -0.394157 -1.86 1.05 0.22 0.080
C -0.441848 2.750984 0.801162 1.12 0.56 -0.21 -0.149
H 0.534417 2.069129 0.753710 -2.26 1.39 0.16 0.061
H 2.898424 0.978382 0.436926 0.18 -1.69 -1.39 0.065
H -3.511655 -1.629039 2.008897 2.23 0.97 -0.81 0.057
H -0.725655 2.212212 -1.506651 -1.01 1.19 1.73 0.103
C -3.444872 1.289073 -0.675708 -1.30 -0.38 0.23 -0.237
C 0.378752 -0.666974 1.575669 0.76 1.77 -1.53 -0.424
H -2.781043 -0.282698 -2.188517 0.76 0.72 2.32 0.116
H 0.623648 0.080483 2.462480 -0.41 -1.99 -1.62 0.115
C -2.607700 -1.084381 1.456950 -2.42 -0.20 -1.34 -0.468
C -2.777080 2.732271 -0.422531 -0.31 1.28 -0.69 -0.249
H -0.808321 -3.108110 1.651676 -0.81 0.70 -0.64 -0.030
H -1.180392 2.395536 1.648358 1.53 0.47 -1.82 0.061
H 0.999803 -0.833941 -0.996317 1.27 -0.39 1.76 0.107
H -1.955471 -2.097321 -0.478060 -1.97 1.48 0.59 0.098
H -2.698132 0.065867 1.750979 0.72 -2.43 -0.42 0.072
H -0.086767 -0.019711 0.719783 1.01 -1.18 1.46 0.057
O 5.907610 -3.729648 0.623466 0.32 -0.02 0.21 -0.339
O 1.538695 -1.429968 1.090482 -2.31 1.71 -0.16 -0.227
C -2.512100 0.035323 -1.070850 -0.52 -1.66 -0.50 -0.218
C -1.181314 2.905705 -0.679998 0.14 0.82 1.08 -0.246
O 6.571846 -1.728786 -0.739654 -0.26 0.35 0.28 -0.368
H -0.045372 3.824757 1.122132 -0.90 -2.26 -0.58 0.077
H -4.276429 1.408015 -1.524027 1.84 -0.28 1.80 0.111
H 2.892210 0.709712 -1.437434 0.14 -1.24 2.10 0.079
H -1.357079 0.174404 -1.040403 -2.13 0.19 0.05 0.075
S -1.024391 -1.814423 2.162194 0.69 0.60 1.56 0.498
C 1.912075 -1.070289 -0.286219 1.38 -0.19 -2.03 -0.235
O 4.636153 -3.154293 -1.464048 -0.40 0.26 -0.30 -0.372
H -4.063408 0.995280 0.302200 1.34 0.60 -2.09 0.098
P 6.023525 -3.163896 -0.801591 0.09 0.01 -0.22 -0.190
H -3.011414 3.080919 0.676272 0.53 -0.66 -2.15 0.099
H -0.970854 4.026265 -1.020633 -0.55 -2.44 0.58 0.104
H -3.824659 -1.857204 -0.444004 1.86 1.32 0.85 0.098
C -2.814496 -1.333482 -0.157445 1.60 0.00 -0.84 -0.270
O 6.978723 -4.043020 -1.625316 -0.11 -0.35 0.07 -0.358
C 3.014423 0.157828 -0.392913 -0.10 -0.32 -0.52 -0.087

---

Record 2
15
Properties=species:S:1:pos:R:3:forces:R:3:lowdin_charge:R:1 method="wB97M-V/def2-TZVPD" max_force_ev_per_a=5.25 charge=0 relative_energy_ev=4.837 smiles="C=[S@](C)(=O)NC"
C 1.065737 -0.577034 1.395518 -0.31 0.33 -0.58 -0.290
H 1.388208 0.192542 2.100508 0.47 0.04 -0.39 0.019
H 0.091467 2.099879 -0.316043 -1.80 -2.09 -0.15 0.118
H 0.472999 -2.237731 -0.887203 -0.54 1.48 -0.54 0.085
C 0.476058 -1.216687 -1.400390 -1.73 -0.15 2.32 -0.138
H 0.091030 -0.891448 1.726557 -0.13 -0.81 0.00 -0.025
H 1.351441 -1.252935 -1.987058 0.58 0.28 -1.46 0.027
N -0.441940 1.150453 -0.490576 2.58 1.53 1.42 -0.250
O 2.236226 0.729037 -0.512852 -1.44 -0.21 -0.38 -0.391
S 0.990299 0.044790 -0.147077 -0.26 0.34 0.63 0.721
H -0.537723 -0.810079 -1.813856 2.26 -1.15 0.39 0.095
C -1.541508 0.802006 0.498448 -1.00 -1.75 -4.85 -0.152
H -1.304371 -0.204031 0.856411 -0.44 0.65 0.64 0.035
H -2.487584 0.637685 -0.185354 1.61 0.29 1.24 0.105
H -1.850332 1.533559 1.162968 0.15 1.23 1.71 0.043

---

Number 1: Kohn-Sham gap 1.5 eV, M 286.33 g mol⁻¹, HOMO level 0.0541 hartree. Number 2: Kohn-Sham gap 9.1 eV, M 107.18 g mol⁻¹, HOMO level -0.3050 hartree.